Entry 1:
CH10N3O2 | the ωB97M-V functional and the def2-TZVPD basis

```
16
Properties=species:S:1:pos:R:3:mulliken_charge:R:1
N 0.987 -0.517 -0.387 -0.377
C 1.366 0.578 0.297 0.654
N 0.444 1.202 1.004 -0.251
N 2.596 1.027 0.125 -0.358
H 0.420 -1.164 0.145 0.232
H 1.582 -1.029 -1.020 0.224
H 0.646 2.000 1.589 0.228
H -0.577 1.107 0.959 0.238
H 3.223 0.756 -0.613 0.227
H 2.920 1.900 0.513 0.220
H -2.450 -0.544 0.263 0.329
H -2.951 0.724 0.798 0.318
O -2.146 0.368 0.400 -0.685
H -1.935 -3.050 -1.464 0.303
H -2.902 -1.898 -1.716 0.317
O -2.142 -2.167 -1.190 -0.619
```

For the molar mass, the calculation gives 96.11 g mol⁻¹. Its charge is +1. The multiplicity is 1. The energy above the lowest of the compared OMol25 structures with the same formula, charge and spin is 73.8 kJ/mol. The LUMO energy comes out at -2.9 eV. The HOMO-LUMO gap is 12.2011 eV. For the HOMO energy, the calculation gives -0.553 hartree.

Entry 2:
C5H40N2O13 | the ωB97M-V functional and the def2-TZVPD basis

```
60
Properties=species:S:1:pos:R:3:mulliken_charge:R:1
C -1.579 -2.790 -0.061 -1.329
C -0.283 -2.094 -0.497 0.036
C -0.089 -0.618 -0.054 2.725
C -0.393 -0.412 1.426 -0.524
N 0.649 0.457 2.100 -0.294
C 0.111 1.363 3.140 -0.334
N -0.080 1.025 4.504 -0.612
H -1.823 -3.400 -0.930 0.464
H -2.454 -2.144 -0.155 -0.074
H -1.460 -3.219 0.923 0.443
H -0.285 -1.977 -1.578 -1.051
H 0.508 -2.793 -0.217 0.708
H 0.889 -0.293 -0.380 -1.067
H -0.771 -0.044 -0.687 -0.148
H -0.674 -1.253 2.057 0.640
H -1.304 0.195 1.372 -0.730
H 1.364 -0.206 2.366 0.224
H 0.712 2.290 3.098 0.546
H -0.734 1.773 2.578 0.104
H -0.998 0.614 4.587 0.116
H 0.572 0.484 5.046 0.269
H -0.694 0.132 -4.588 0.429
H 0.022 -1.141 -4.792 0.296
O -0.873 -0.792 -4.823 -0.705
H 0.708 1.871 0.849 0.509
H 0.526 3.310 0.235 0.269
O 0.753 2.404 0.019 -0.666
H -3.537 0.111 1.090 0.340
H -4.226 -1.329 0.865 0.351
O -4.296 -0.451 1.247 -0.722
H 2.850 1.856 -1.460 0.291
H 1.898 1.132 -0.609 0.296
O 2.463 0.975 -1.393 -0.610
H -3.142 2.257 -3.119 0.258
H -1.574 2.330 -2.729 0.301
O -2.432 1.937 -2.563 -0.552
H -2.886 0.273 4.095 0.331
H -3.163 -0.585 2.883 0.333
O -2.556 -0.507 3.637 -0.620
H 3.779 -1.157 -0.965 0.263
H 5.059 -0.521 -0.380 0.313
O 4.257 -0.996 -0.146 -0.706
H 1.485 -0.024 -3.898 0.328
H 1.178 1.074 -2.896 0.415
O 1.101 0.854 -3.836 -0.728
H -2.221 2.977 1.416 0.259
H -2.002 2.373 -0.110 0.314
O -1.737 2.970 0.591 -0.604
H -2.972 -0.503 -2.131 0.217
H -1.852 -1.267 -3.011 0.249
O -2.370 -1.245 -2.194 -0.517
H 0.424 -2.537 -2.896 0.438
H 1.757 -1.762 -2.618 0.235
O 1.024 -1.870 -3.230 -0.628
H 2.409 1.909 2.691 0.272
H 3.770 1.538 1.904 0.285
O 3.322 2.132 2.504 -0.704
H 2.240 -2.328 1.695 0.284
H 3.375 -2.209 0.752 0.457
O 2.901 -2.889 1.274 -0.685
```

For the molar mass, the calculation gives 336.38 g mol⁻¹. Its charge is 0. The multiplicity is 1. The energy above the lowest of the compared OMol25 structures with the same formula, charge and spin is 428.1 kJ/mol. The LUMO energy comes out at 0.0 eV. The HOMO-LUMO gap is 9.4945 eV. For the HOMO energy, the calculation gives -0.350 hartree.

Entry 3:
C14H28ClNO4Si2TeTl | the ωB97M-V functional and the def2-TZVPD basis

```
52
Properties=species:S:1:pos:R:3:mulliken_charge:R:1
Tl 0.144 -1.058 0.875 0.610
C -1.600 1.756 2.317 -1.016
Si -0.090 2.221 1.343 0.215
C 1.450 2.062 2.356 -0.793
C -0.212 3.907 0.576 -1.055
C 0.080 0.992 -0.141 1.475
C 1.483 0.856 -0.638 -0.779
C 2.074 1.830 -1.446 -0.698
C 3.395 1.669 -1.823 -0.580
C 4.108 0.554 -1.400 -0.615
C 3.456 -0.376 -0.619 -0.641
N 2.175 -0.222 -0.259 -0.148
Si -1.275 0.634 -1.442 0.381
C -1.500 2.132 -2.509 -1.151
C -2.859 0.169 -0.579 -0.989
C -0.648 -0.786 -2.478 -0.655
H -1.615 2.325 3.251 0.441
H -1.599 0.698 2.599 0.333
H -2.530 1.971 1.787 0.313
H 1.432 2.779 3.181 0.454
H 2.347 2.262 1.762 0.293
H 1.549 1.071 2.797 0.213
H -0.372 4.662 1.352 0.425
H -1.038 3.982 -0.132 0.279
H 0.714 4.166 0.058 0.285
H 1.504 2.694 -1.760 0.398
H 3.870 2.418 -2.444 0.480
H 5.143 0.408 -1.673 0.447
H 3.950 -1.270 -0.262 0.512
H -1.799 3.008 -1.933 0.329
H -2.280 1.941 -3.251 0.416
H -0.584 2.373 -3.053 0.311
H -3.385 1.049 -0.203 0.308
H -2.712 -0.506 0.270 0.303
H -3.527 -0.327 -1.290 0.433
H 0.273 -0.512 -3.001 0.338
H -1.386 -1.069 -3.234 0.487
H -0.431 -1.683 -1.886 -0.104
C -2.391 -3.506 -1.004 -0.901
Te -1.185 -3.655 0.735 0.460
C 0.278 -4.894 -0.157 -0.980
H -3.047 -4.373 -1.032 0.426
H -1.766 -3.471 -1.893 0.342
H -2.988 -2.601 -0.928 0.167
H 0.486 -4.547 -1.166 0.338
H -0.121 -5.904 -0.171 0.382
H 1.167 -4.850 0.467 0.345
O -1.003 -1.852 3.299 -0.579
Cl 0.371 -2.217 3.660 1.691
O 0.516 -2.461 5.047 -0.630
O 0.771 -3.369 2.858 -0.621
O 1.207 -1.077 3.218 -0.695
```

For the molar mass, the calculation gives 697.99 g mol⁻¹. Its charge is +1. The multiplicity is 1. The energy above the lowest of the compared OMol25 structures with the same formula, charge and spin is 0.0 kJ/mol. The LUMO energy comes out at -4.8 eV. The HOMO-LUMO gap is 7.4604 eV. For the HOMO energy, the calculation gives -0.449 hartree.

Entry 4:
C5H16N2O | the ωB97M-V functional and the def2-TZVPD basis

```
24
Properties=species:S:1:pos:R:3:lowdin_spin:R:1
C -0.267 1.980 -0.001 0.142
N 0.624 0.878 0.431 0.006
C 1.656 0.490 -0.513 0.084
C -0.265 -0.286 0.701 0.143
C -0.742 -1.179 -0.480 0.059
N -1.954 -0.663 -1.106 0.015
C -2.671 -1.674 -1.899 0.094
H -0.821 2.307 0.914 0.046
H -1.020 1.793 -0.816 0.017
H 0.337 2.837 -0.300 0.020
H 1.402 0.154 -1.518 0.013
H 2.352 1.412 -0.685 0.019
H 2.506 -0.343 -0.286 0.028
H 0.327 -0.851 1.476 0.051
H -1.286 0.202 1.084 0.051
H -0.888 -2.234 -0.085 0.024
H 0.032 -1.287 -1.398 0.005
H -2.543 -0.060 -0.535 0.038
H -3.739 -1.450 -1.971 0.016
H -2.205 -1.777 -2.874 0.007
H -2.817 -2.670 -1.368 0.013
H 2.446 0.878 2.860 0.025
H 2.974 -0.165 2.020 0.023
O 3.248 0.472 2.669 0.060
```

For the molar mass, the calculation gives 120.20 g mol⁻¹. Its charge is -1. The multiplicity is 2. The energy above the lowest of the compared OMol25 structures with the same formula, charge and spin is 210.5 kJ/mol. The LUMO energy (alpha / beta) comes out at 3.8 / 3.8 eV. The HOMO-LUMO gap (alpha / beta) is 2.5832 / 9.2085 eV. For the HOMO energy (alpha / beta), the calculation gives 0.045 / -0.199 hartree.

Entry 5:
C4H10N3O2 | the ωB97M-V functional and the def2-TZVPD basis

```
19
Properties=species:S:1:pos:R:3:mulliken_charge:R:1
O 0.911 -2.007 0.575 -0.539
C 0.327 -1.308 -0.500 0.217
N 1.402 -0.673 -1.132 -0.444
C 1.195 0.597 -0.453 -0.370
O 1.063 1.824 -1.170 -0.513
N -0.160 0.113 0.007 0.498
C -0.508 0.334 1.449 -0.409
N -1.855 0.693 1.074 -0.496
C -1.481 0.760 -0.350 -0.293
H 0.584 -2.747 1.052 0.351
H -0.431 -1.758 -1.085 0.425
H 2.396 -0.847 -0.894 0.312
H 1.830 0.895 0.415 0.416
H 1.017 1.639 -2.159 0.373
H -0.032 1.206 1.775 0.347
H -0.337 -0.478 2.142 0.256
H -2.398 -0.171 1.146 0.327
H -2.099 0.203 -1.083 0.278
H -1.423 1.726 -0.807 0.262
```

For the molar mass, the calculation gives 132.14 g mol⁻¹. Its charge is +1. The multiplicity is 1. The energy above the lowest of the compared OMol25 structures with the same formula, charge and spin is 322.8 kJ/mol. The LUMO energy comes out at -3.1 eV. The HOMO-LUMO gap is 11.3273 eV. For the HOMO energy, the calculation gives -0.529 hartree.

Entry 6:
C21H51AsBaN3OPSi3 | the ωB97M-V functional and the def2-TZVPD basis

```
82
Properties=species:S:1:pos:R:3:mulliken_charge:R:1
Ba -1.942 0.121 1.490 1.549
C -1.706 1.247 4.269 -0.509
C -1.234 -0.040 4.368 0.092
C -2.088 -1.102 4.184 -0.235
C -3.419 -0.877 3.904 -0.497
C -3.885 0.409 3.779 -0.550
C -3.028 1.473 3.963 -0.524
H -1.047 2.080 4.478 0.434
H -0.196 -0.214 4.594 -0.062
H -1.715 -2.112 4.281 0.456
H -4.104 -1.714 3.831 0.419
H -4.941 0.589 3.616 0.467
H -3.409 2.487 3.944 0.440
C -4.094 1.552 -3.484 -1.257
Si -3.024 0.017 -3.598 0.106
C -4.219 -1.415 -3.394 -1.154
C -2.129 -0.064 -5.229 -0.934
As -1.357 0.034 -1.854 -0.012
Si -0.217 2.084 -2.350 0.553
C -1.430 3.325 -3.031 -1.258
C 0.251 2.856 -0.689 -0.656
C 1.229 1.847 -3.509 -1.000
Si -0.299 -2.082 -2.292 0.543
C 0.722 -2.615 -0.805 -0.742
C 0.722 -2.104 -3.856 -1.196
C -1.674 -3.349 -2.374 -1.180
H -5.061 1.300 -3.924 0.429
H -3.699 2.404 -4.032 0.376
H -4.281 1.870 -2.456 0.316
H -5.199 -1.066 -3.728 0.400
H -4.334 -1.756 -2.366 0.298
H -3.956 -2.278 -4.003 0.337
H -2.840 0.122 -6.039 0.453
H -1.686 -1.047 -5.397 0.290
H -1.336 0.683 -5.306 0.233
H -2.425 3.248 -2.596 0.314
H -1.526 3.277 -4.116 0.367
H -1.038 4.315 -2.778 0.436
H -0.627 3.400 -0.322 0.390
H 1.035 3.604 -0.835 0.410
H 0.571 2.175 0.092 -0.342
H 1.029 2.352 -4.456 0.399
H 1.452 0.806 -3.729 0.142
H 2.132 2.294 -3.087 0.450
H 1.766 -2.321 -0.865 0.201
H 0.689 -3.707 -0.756 0.572
H 0.341 -2.229 0.146 -0.162
H 0.874 -1.123 -4.301 0.292
H 0.236 -2.729 -4.608 0.426
H 1.705 -2.538 -3.658 0.443
H -2.528 -3.125 -1.736 0.265
H -1.258 -4.303 -2.038 0.439
H -2.047 -3.495 -3.387 0.293
C 2.534 0.143 -0.566 -1.121
N 2.854 -0.467 0.719 1.031
C 4.303 -0.692 0.841 -1.069
P 1.999 -0.081 2.076 -1.001
O 0.517 0.142 1.790 0.109
N 2.390 -1.320 3.084 0.532
C 2.192 -1.219 4.525 -1.273
C 2.483 -2.710 2.631 -0.941
N 2.527 1.269 2.854 0.591
C 1.777 2.516 2.928 -0.858
C 3.871 1.367 3.421 -1.167
H 2.967 -0.468 -1.359 0.446
H 2.949 1.152 -0.656 0.399
H 1.459 0.174 -0.713 -0.255
H 4.613 -1.396 0.068 0.353
H 4.556 -1.118 1.807 0.369
H 4.862 0.237 0.704 0.304
H 2.114 -0.178 4.832 0.434
H 3.043 -1.659 5.047 0.383
H 1.299 -1.767 4.842 0.284
H 2.612 -2.760 1.555 0.267
H 1.582 -3.269 2.900 0.291
H 3.335 -3.191 3.115 0.353
H 0.777 2.384 2.527 0.098
H 2.269 3.308 2.359 0.295
H 1.707 2.846 3.969 0.307
H 4.328 0.385 3.506 0.337
H 3.812 1.798 4.423 0.423
H 4.515 2.006 2.814 0.323
```

For the molar mass, the calculation gives 689.14 g mol⁻¹. Its charge is +2. The multiplicity is 1. The energy above the lowest of the compared OMol25 structures with the same formula, charge and spin is 91.2 kJ/mol. The LUMO energy comes out at -5.9 eV. The HOMO-LUMO gap is 7.5704 eV. For the HOMO energy, the calculation gives -0.495 hartree.